Here is a structure of composition C5H17IN2Ti in a non-equilibrium geometry from the OMol25 dataset. Energies are from the ωB97M-V functional and the def2-TZVPD basis.

Output
2S+1 = 3
HOMO (spin up / spin down) = -5.4 / -7.6 eV
Energy above the lowest of the compared OMol25 structures with the same formula, charge and spin = 3.2 kcal per mole
HOMO-LUMO gap (spin up / spin down) = 5.65 / 7.77 eV

CARTESIAN COORDINATES (ANGSTROEM)
1 C -2.622 -0.492 -0.041
2 C -1.859 -1.741 -0.552
3 H -2.751 -0.478 1.048
4 H -3.621 -0.516 -0.498
5 H -2.265 0.518 -0.459
6 H -1.400 -2.352 0.247
7 H -2.566 -2.403 -1.070
8 H -1.155 -1.550 -1.451
9 Ti -0.299 0.000 -0.668
10 C 1.006 -1.698 -0.668
11 H 0.603 -2.500 -0.022
12 H 2.057 -1.476 -0.422
13 H 0.953 -2.067 -1.711
14 I -1.250 2.022 -2.063
15 N 0.010 0.481 1.323
16 C 0.940 1.665 1.445
17 C 2.106 1.468 0.508
18 N 1.618 1.042 -0.819
19 H -0.849 0.608 1.859
20 H 0.448 -0.350 1.756
21 H 0.357 2.578 1.256
22 H 1.285 1.702 2.487
23 H 2.673 2.391 0.374
24 H 2.814 0.739 0.915
25 H 1.436 1.856 -1.411
26 H 2.330 0.552 -1.363

Here is a cluster of 11 separate species, C14H50N6O11 in total in a non-equilibrium geometry from the OMol25 dataset. Energies are from the ωB97M-V functional and the def2-TZVPD basis.

Output
HOMO = -9.2 eV
Energy above the lowest of the compared OMol25 structures with the same formula, charge and spin = 13.9 kcal per mole
SMILES string = NC(N)=O.NC(N)=O.NC(N)=O.CCO.CCO.CCO.CO.CO.CO.CO.CO
HOMO-LUMO gap = 9.22 eV

CARTESIAN COORDINATES (ANGSTROEM)
1 C -17.306 -11.573 21.153
2 O -18.301 -11.601 20.126
3 H -17.816 -11.311 22.081
4 H -16.739 -12.495 21.251
5 H -16.543 -10.812 20.959
6 H -18.903 -10.863 20.228
7 C -16.066 -15.840 22.930
8 O -17.273 -15.275 22.506
9 H -15.249 -15.117 23.060
10 H -16.162 -16.416 23.844
11 H -15.601 -16.494 22.181
12 H -17.248 -14.943 21.604
13 C -17.402 -18.764 23.528
14 O -18.467 -18.280 22.714
15 H -17.667 -19.783 23.800
16 H -16.476 -18.724 22.945
17 H -17.149 -18.145 24.396
18 H -18.030 -17.794 22.007
19 C -16.301 -14.763 16.586
20 O -15.606 -13.584 16.915
21 H -17.258 -14.856 17.100
22 H -16.496 -14.940 15.524
23 H -15.710 -15.631 16.877
24 H -15.928 -12.822 16.427
25 C -19.257 -11.532 17.203
26 O -18.333 -12.567 16.988
27 H -19.738 -11.234 16.276
28 H -19.977 -11.713 18.008
29 H -18.786 -10.604 17.557
30 H -17.912 -12.906 17.782
31 C -20.495 -14.014 14.417
32 O -20.430 -12.815 14.129
33 N -21.403 -14.829 13.799
34 N -19.807 -14.567 15.465
35 H -21.490 -15.775 14.108
36 H -21.972 -14.365 13.116
37 H -19.774 -15.567 15.561
38 H -19.273 -13.880 15.995
39 C -19.540 -18.187 15.514
40 O -18.794 -17.370 16.080
41 N -19.060 -19.288 14.895
42 N -20.886 -18.009 15.432
43 H -19.695 -19.899 14.414
44 H -18.099 -19.569 14.889
45 H -21.354 -17.216 15.860
46 H -21.473 -18.734 15.065
47 C -16.965 -18.099 19.166
48 O -16.320 -18.120 20.220
49 N -17.515 -16.982 18.645
50 N -17.158 -19.228 18.406
51 H -18.270 -17.153 17.994
52 H -17.552 -16.120 19.160
53 H -17.751 -19.169 17.596
54 H -17.036 -20.156 18.762
55 C -23.870 -14.578 18.003
56 C -23.763 -15.616 16.867
57 O -22.680 -16.518 17.094
58 H -23.160 -13.757 17.938
59 H -23.653 -15.066 18.958
60 H -24.911 -14.262 18.086
61 H -23.552 -15.082 15.939
62 H -24.736 -16.105 16.796
63 H -23.063 -17.313 17.479
64 C -22.045 -11.527 22.346
65 C -22.940 -12.735 22.455
66 O -22.215 -13.791 23.102
67 H -22.569 -10.790 21.731
68 H -21.115 -11.730 21.814
69 H -21.812 -11.080 23.311
70 H -23.246 -13.090 21.462
71 H -23.850 -12.626 23.058
72 H -22.741 -14.594 23.080
73 C -20.802 -14.733 19.258
74 C -19.748 -14.458 20.336
75 O -18.497 -14.308 19.697
76 H -21.707 -15.173 19.692
77 H -20.470 -15.390 18.460
78 H -21.169 -13.806 18.806
79 H -19.741 -15.355 20.968
80 H -20.019 -13.640 21.007
81 H -18.259 -13.366 19.721